[1]
{
  "formula": "C14H33HoO14P3Te",
  "method": "the ωB97M-V functional and the def2-TZVPD basis",
  "elements": ["Ho", "C", "C", "O", "C", "C", "O", "C", "C", "O", "C", "C", "O", "H", "H", "H", "H", "H", "H", "H", "H", "H", "H", "H", "H", "H", "H", "H", "H", "C", "C", "O", "P", "O", "O", "O", "P", "O", "O", "O", "H", "H", "H", "H", "H", "H", "H", "C", "C", "O", "P", "O", "Te", "O", "C", "C", "H", "H", "H", "H", "H", "H", "H", "H", "H", "H"],
  "xyz": [[0.0942, 0.3646, 0.4287], [3.5525, -0.5806, 1.7471], [3.1967, 0.8303, 2.2523], [1.8016, 0.9762, 2.4975], [1.3570, 0.5707, 3.7863], [0.7242, -0.8248, 3.7634], [-0.3634, -0.7714, 2.8450], [-1.1422, -1.9626, 2.7885], [-0.7710, -2.8241, 1.5446], [0.3000, -2.1599, 0.8902], [1.2413, -2.9649, 0.1940], [2.6439, -2.3664, 0.4658], [2.4699, -1.0364, 0.9427], [4.4760, -0.5346, 1.1554], [3.7030, -1.2672, 2.5945], [3.7769, 1.0555, 3.1553], [3.4311, 1.5717, 1.4818], [2.1794, 0.5992, 4.5095], [0.5882, 1.2916, 4.0846], [1.4557, -1.5795, 3.4492], [0.3577, -1.0721, 4.7694], [-1.0064, -2.5382, 3.7088], [-2.1846, -1.6404, 2.7211], [-0.4704, -3.8338, 1.8506], [-1.6316, -2.8964, 0.8677], [1.2074, -4.0007, 0.5463], [1.0151, -2.9507, -0.8790], [3.1661, -2.9630, 1.2259], [3.2453, -2.3540, -0.4513], [-3.6963, 3.6591, 1.3464], [-3.0425, 2.5415, 0.5681], [-3.8186, 2.1898, -0.5472], [-2.8125, 0.9969, 1.5406], [-4.2170, 0.3573, 1.8604], [-2.2587, 1.3291, 3.0026], [-2.0432, -0.0250, 0.7877], [-1.2824, 3.0098, 0.1526], [-1.0688, 2.0833, -1.2207], [-0.9992, 4.4119, -0.1250], [-0.4858, 2.2502, 1.2203], [-4.7149, 3.4016, 1.6312], [-3.7161, 4.5499, 0.7210], [-3.1018, 3.8745, 2.2334], [-3.3720, 1.4834, -1.0365], [-4.8738, 0.9168, 2.2717], [-1.4758, 1.8894, 2.9516], [-1.1078, 2.6734, -1.9862], [0.5638, 2.4808, -4.7592], [0.6317, 0.9658, -4.7026], [-0.1246, 0.4463, -3.6011], [0.6485, -0.2037, -2.3576], [-0.3916, -0.6937, -1.3890], [2.2300, 1.2707, -1.3389], [1.4836, -1.4487, -2.9644], [1.0213, -2.2724, -4.0438], [-0.4289, -2.7006, -3.9166], [1.1360, 2.8233, -5.6162], [0.9962, 2.9129, -3.8574], [-0.4639, 2.8125, -4.8770], [1.6753, 0.6421, -4.6130], [0.1901, 0.5314, -5.6039], [1.6843, -3.1419, -4.0186], [1.1722, -1.7371, -4.9859], [-0.5832, -3.2550, -2.9940], [-0.6892, -3.3357, -4.7609], [-1.0796, -1.8288, -3.9107]],
  "total_charge": 1,
  "lumo_energy_ev": [-1.92, -1.92],
  "max_force_ev_per_a": 3.6,
  "homo_energy_ev": [-10.6, -10.6],
  "e_above_lowest_kj_mol": 0.0,
  "homo_lumo_gap_ev": [8.72, 8.72],
  "spin_multiplicity": 5
}



[2]
{
  "formula": "C14H34BINO4",
  "method": "the ωB97M-V functional and the def2-TZVPD basis",
  "elements": ["C", "C", "C", "C", "C", "B", "C", "N", "C", "C", "C", "I", "C", "O", "O", "H", "H", "H", "H", "H", "H", "H", "H", "H", "H", "H", "H", "H", "H", "H", "H", "H", "H", "H", "H", "H", "H", "H", "H", "C", "O", "C", "C", "O", "C", "H", "H", "H", "H", "H", "H", "H", "H", "H", "H"],
  "xyz": [[5.5024, 0.7584, 3.3903], [4.9123, 0.5693, 1.9884], [5.8109, -0.2925, 1.0961], [3.5026, -0.0270, 2.0710], [2.7077, -0.0023, 0.7585], [1.0729, 0.1043, 0.9334], [0.4321, 0.0120, -0.5792], [-1.0416, -0.1064, -0.7476], [0.5161, -1.1112, 1.8952], [-0.8475, -0.8969, 2.5702], [-1.4573, -2.2119, 3.0569], [-2.2685, -2.1449, 5.0579], [0.6770, 1.6096, 1.5070], [0.7700, 1.7241, 2.9317], [-0.0594, 2.8159, 3.3892], [5.2267, 1.7305, 3.8029], [5.1169, -0.0033, 4.0737], [6.5937, 0.6929, 3.3914], [4.8173, 1.5547, 1.5166], [5.6184, -1.3561, 1.2673], [6.8714, -0.1077, 1.2903], [5.6329, -0.0953, 0.0383], [3.6259, -1.0675, 2.4007], [2.9451, 0.4806, 2.8667], [3.0536, 0.8508, 0.1524], [2.9459, -0.9049, 0.1762], [0.8675, -0.8619, -1.0836], [0.7464, 0.8836, -1.1744], [-1.3518, -1.0009, -0.3861], [-1.5044, 0.6126, -0.2015], [0.4525, -2.0208, 1.2705], [1.2266, -1.3603, 2.6950], [-1.5513, -0.4147, 1.8872], [-0.7171, -0.2096, 3.4042], [-0.7143, -3.0019, 3.1046], [-2.2978, -2.5479, 2.4553], [1.3609, 2.3596, 1.0657], [-0.3435, 1.9022, 1.2189], [0.3924, 3.5800, 2.9985], [-5.0064, 0.9710, -5.7868], [-3.7140, 0.8653, -5.2341], [-3.6639, 1.1729, -3.8452], [-3.6312, -0.0643, -2.9803], [-4.8383, -0.8154, -3.0943], [-4.7142, -1.9482, -3.9252], [-4.9599, 0.5716, -6.7996], [-5.7420, 0.4026, -5.2109], [-5.3318, 2.0175, -5.8372], [-4.5242, 1.7940, -3.5711], [-2.7532, 1.7488, -3.6640], [-3.5119, 0.2339, -1.9382], [-2.7658, -0.6801, -3.2360], [-4.0786, -2.7113, -3.4615], [-4.2949, -1.6915, -4.9026], [-5.7132, -2.3617, -4.0628]],
  "total_charge": -1,
  "lumo_energy_ev": 2.61,
  "max_force_ev_per_a": 0.4,
  "homo_energy_ev": -4.6,
  "homo_lumo_gap_ev": 7.16
}



[3]
{
  "formula": "C14H34BN2O11V",
  "method": "the ωB97M-V functional and the def2-TZVPD basis",
  "elements": ["O", "V", "C", "O", "O", "O", "C", "O", "O", "O", "B", "H", "H", "H", "H", "C", "O", "C", "C", "N", "C", "C", "O", "C", "H", "H", "H", "H", "H", "H", "H", "H", "H", "H", "H", "H", "H", "H", "H", "C", "O", "C", "C", "N", "C", "C", "O", "C", "H", "H", "H", "H", "H", "H", "H", "H", "H", "H", "H", "H", "H", "H", "H"],
  "xyz": [[1.1760, -0.1400, -1.4947], [2.1821, 1.0109, -2.0589], [4.5250, -0.3695, -2.0390], [3.7292, -0.0950, -2.9779], [3.9346, -0.0870, -0.9326], [5.6972, 0.1928, -2.0447], [3.0015, 3.0798, -0.3514], [1.8913, 2.4433, -0.3745], [3.8145, 2.9654, 0.6658], [3.6524, 2.7082, -1.4062], [1.5908, 1.7453, -4.1682], [2.6191, 2.1165, -3.9855], [1.2534, 2.0801, -5.2086], [1.5851, 0.6385, -4.1616], [0.8776, 2.1235, -3.4027], [-1.6334, 2.6023, -1.6450], [-2.1942, 1.3422, -1.3162], [-1.8605, 0.3971, -2.3102], [-1.9902, -1.0815, -1.8904], [-3.3307, -1.2412, -1.2529], [-4.4942, -1.2756, -2.1075], [-5.7029, -1.9450, -1.4380], [-5.3477, -3.3103, -1.1094], [-6.4320, -3.9433, -0.4755], [-2.0794, 3.0407, -2.5515], [-0.6071, 2.5431, -2.0226], [-1.6519, 3.3146, -0.8241], [-0.8705, 0.5898, -2.7231], [-2.5096, 0.5717, -3.1829], [-1.3447, -1.4728, -1.1030], [-1.6786, -1.7079, -2.7328], [-3.4458, -1.9062, -0.5054], [-4.3866, -1.7744, -3.0781], [-4.8258, -0.2539, -2.3272], [-6.5754, -1.9536, -2.1003], [-6.0554, -1.4197, -0.5449], [-6.7737, -3.4504, 0.4406], [-6.1633, -4.9625, -0.1976], [-7.2578, -3.9584, -1.1962], [-1.5693, -0.0992, 1.7107], [-0.1644, -0.1934, 1.6249], [0.4095, -1.1498, 2.4926], [1.8315, -1.5045, 1.9477], [2.9542, -0.6520, 2.3216], [3.4349, -0.7681, 3.7154], [4.0738, 0.5572, 4.0584], [3.0950, 1.5880, 4.0359], [3.6716, 2.8276, 4.3835], [-1.9366, 0.0468, 2.7324], [-1.9915, -0.9706, 1.1965], [-1.9989, 0.7056, 1.1132], [-0.2101, -2.0284, 2.7058], [0.5753, -0.7109, 3.4866], [1.8149, -1.4418, 0.8575], [2.0684, -2.5807, 2.0114], [3.7369, -0.9459, 1.7482], [4.1902, -1.5638, 3.7549], [2.6053, -1.0181, 4.3799], [4.9304, 0.6813, 3.3894], [4.5219, 0.5219, 5.0632], [4.4213, 2.6877, 5.1751], [2.9589, 3.6003, 4.6677], [4.2583, 3.2533, 3.5626]],
  "total_charge": -3,
  "lumo_energy_ev": [5.01, 5.01],
  "max_force_ev_per_a": 10.0,
  "homo_energy_ev": [3.0, 3.0],
  "e_above_lowest_kj_mol": 300.6,
  "homo_lumo_gap_ev": [1.97, 2.01],
  "spin_multiplicity": 2
}



[4]
{
  "formula": "C14H34Cl4F6N2O5P",
  "method": "the ωB97M-V functional and the def2-TZVPD basis",
  "elements": ["P", "F", "F", "F", "F", "F", "F", "C", "C", "C", "O", "C", "N", "H", "H", "H", "H", "H", "H", "H", "H", "H", "H", "H", "C", "C", "C", "O", "C", "N", "H", "H", "H", "H", "H", "H", "H", "H", "H", "H", "H", "C", "C", "O", "C", "O", "O", "C", "H", "H", "H", "H", "H", "H", "H", "H", "C", "Cl", "Cl", "H", "H", "C", "Cl", "Cl", "H", "H"],
  "xyz": [[0.1297, -3.3247, 0.8558], [1.2673, -2.1069, 1.0436], [1.0895, -4.2735, -0.0147], [0.6801, -3.9772, 2.1895], [-1.0961, -4.4086, 0.6773], [-0.8821, -2.4195, 1.7253], [-0.2481, -2.6128, -0.5374], [1.0614, 4.9552, 0.9101], [0.1236, 5.4856, 1.9813], [-0.4074, 6.9262, 1.7650], [-1.3082, 7.1988, 2.8619], [-1.9741, 8.4616, 2.9083], [-1.0444, 4.5338, 2.0114], [1.1267, 3.8831, 1.0952], [2.0800, 5.3293, 1.0139], [0.7123, 5.1839, -0.0969], [0.5529, 5.3998, 2.9795], [-1.0627, 7.0619, 0.9046], [0.3960, 7.6425, 1.5933], [-2.5414, 8.7244, 2.0155], [-1.2891, 9.2740, 3.1512], [-2.7386, 8.4699, 3.6852], [-1.7828, 4.9360, 1.4519], [-0.8685, 3.6811, 1.4994], [1.0086, -1.2150, 7.3462], [1.3757, 0.1619, 6.7639], [2.7682, 0.2316, 6.0637], [2.9213, 1.6186, 5.7537], [4.1573, 2.0345, 5.0908], [0.2804, 0.5764, 5.8863], [0.0080, -1.2456, 7.7776], [1.7289, -1.3199, 8.1575], [1.1385, -2.0721, 6.6854], [1.3259, 0.9195, 7.5460], [2.5883, -0.4093, 5.2005], [3.5846, -0.0951, 6.7078], [4.8615, 2.0702, 5.9220], [4.1344, 3.0115, 4.6082], [4.5750, 1.3170, 4.3844], [0.1051, -0.3259, 5.4676], [0.6835, 1.1740, 5.1789], [2.1662, -2.2963, -12.6760], [2.4426, -1.9701, -11.2410], [1.6127, -2.8305, -10.3917], [1.5306, -2.6195, -9.0476], [1.8611, -1.6028, -8.4323], [0.9058, -3.6735, -8.4666], [0.8026, -3.6316, -7.0818], [1.1340, -2.3093, -13.0259], [2.5272, -3.2788, -12.9802], [2.6656, -1.5371, -13.2780], [2.1336, -0.9602, -10.9712], [3.5139, -2.0908, -11.0806], [0.0145, -2.9283, -6.8130], [1.7879, -3.6023, -6.6164], [0.3215, -4.5964, -6.9210], [-5.5214, -7.7954, 3.0211], [-5.8172, -8.3217, 4.7389], [-5.4784, -9.1253, 1.7843], [-6.2930, -7.1691, 2.5733], [-4.5291, -7.3714, 2.8674], [-5.2437, -2.2235, -1.5796], [-5.5721, -1.3475, -3.1442], [-6.7846, -2.6055, -0.8213], [-4.6382, -3.1281, -1.6355], [-4.7635, -1.4411, -0.9919]],
  "total_charge": -1,
  "lumo_energy_ev": 2.08,
  "max_force_ev_per_a": 3.4,
  "homo_energy_ev": -7.2,
  "homo_lumo_gap_ev": 9.32
}